Version 1
{
  "formula": "C3H6N2S",
  "method": "ωB97M-V/def2-TZVPD",
  "smiles": "C=CN(N)C=S",
  "multiplicity": 1,
  "total_charge": 0,
  "e_homo_ev": -8.5,
  "symbols": ["C", "C", "C", "H", "H", "H", "H", "H", "H", "N", "N", "S"],
  "xyz": [[0.168, -0.986, -0.101], [1.437, -1.291, 0.010], [-1.638, 0.612, 0.087], [0.843, 1.654, 0.742], [0.275, 2.030, -0.809], [-0.623, -1.739, -0.104], [1.639, -2.380, -0.101], [2.245, -0.604, 0.242], [-1.755, 1.624, 0.355], [0.655, 1.287, -0.139], [-0.350, 0.287, -0.118], [-2.897, -0.494, -0.064]],
  "nbo_charge": [-0.0335, -0.4352, -0.0466, 0.3577, 0.3680, 0.2373, 0.2132, 0.2177, 0.1917, -0.6439, -0.2666, -0.1599]
}

***

Version 2
{
  "formula": "C3H6N2S",
  "method": "ωB97M-V/def2-TZVPD",
  "smiles": "S/N=C/N1CC1",
  "multiplicity": 1,
  "total_charge": 0,
  "e_homo_ev": -8.9,
  "symbols": ["C", "C", "C", "H", "H", "H", "H", "H", "H", "N", "N", "S"],
  "xyz": [[-0.630, 0.964, -0.005], [1.357, -0.364, 0.774], [1.375, -0.226, -0.681], [-3.376, -1.179, -0.438], [-0.925, 2.065, 0.052], [0.593, -1.060, 1.172], [2.238, -0.150, 1.388], [2.277, 0.065, -1.158], [0.716, -0.935, -1.236], [-1.319, -0.069, -0.104], [0.750, 0.840, 0.119], [-3.055, 0.048, 0.115]],
  "nbo_charge": [0.2629, -0.2430, -0.2483, 0.1275, 0.1721, 0.2149, 0.2103, 0.2031, 0.2151, -0.5899, -0.4649, 0.1403]
}

***

Version 3
{
  "formula": "C3H6N2S",
  "method": "ωB97M-V/def2-TZVPD",
  "smiles": "CN(C)SC#N",
  "multiplicity": 1,
  "total_charge": 0,
  "e_homo_ev": -9.8,
  "symbols": ["C", "C", "C", "N", "N", "S", "H", "H", "H", "H", "H", "H"],
  "xyz": [[0.202, -1.400, -1.682], [1.071, 0.557, 0.896], [-1.298, 0.228, 0.129], [-0.217, -2.422, -1.397], [0.021, 0.866, -0.113], [0.690, 0.146, -1.973], [1.346, -0.531, 1.126], [2.164, 0.923, 0.497], [0.855, 0.945, 1.909], [-1.931, 0.662, -0.657], [-1.365, -0.803, 0.277], [-1.538, 0.829, 0.989]],
  "nbo_charge": [-0.0092, -0.4765, -0.4485, -0.3210, -0.3733, 0.3389, 0.1956, 0.2204, 0.2251, 0.2184, 0.2097, 0.2204]
}

***

It is version 3 that is the least stable of them.

***

Version 1
{
  "formula": "C5H6NO",
  "method": "ωB97M-V/def2-TZVPD",
  "multiplicity": 1,
  "total_charge": 1,
  "e_homo_ev": -14.0,
  "symbols": ["C", "C", "C", "C", "C", "N", "O", "H", "H", "H", "H", "H", "H"],
  "xyz": [[-0.885, -0.865, -1.423], [-0.605, 0.475, -1.191], [0.468, -0.743, 0.501], [0.212, 1.868, 0.787], [-0.336, -1.604, -0.408], [0.262, 0.504, -0.065], [1.219, 1.496, 0.023], [-1.558, -1.220, -2.155], [-0.032, -0.605, 1.405], [1.575, -0.914, 0.551], [-0.546, 2.514, 0.324], [0.477, 1.834, 1.862], [-0.250, -2.739, -0.212]],
  "nbo_charge": [-0.3620, 0.1858, -0.3354, 0.2082, 0.0584, -0.0798, -0.2531, 0.2742, 0.2603, 0.2876, 0.2485, 0.2324, 0.2748]
}

***

Version 2
{
  "formula": "C5H6NO",
  "method": "ωB97M-V/def2-TZVPD",
  "multiplicity": 1,
  "total_charge": 1,
  "e_homo_ev": [-14.2, -14.2],
  "symbols": ["C", "C", "C", "C", "C", "N", "O", "H", "H", "H", "H", "H", "H"],
  "xyz": [[-0.004, -1.346, -0.088], [1.431, -1.020, -0.010], [-0.630, 1.640, -0.184], [-1.139, -0.614, 0.037], [-1.534, 0.755, 0.243], [2.109, 0.007, 0.213], [2.791, 0.921, 0.087], [-0.196, -2.349, -0.382], [1.818, -2.052, -0.110], [-0.713, 2.747, -0.005], [0.359, 1.449, -0.438], [-1.935, -1.186, -0.231], [-2.356, 1.049, 0.865]],
  "nbo_charge": [-0.3075, -0.0251, -0.2565, -0.0049, -0.2604, 0.3768, -0.0062, 0.2555, 0.3538, 0.2304, 0.1561, 0.2244, 0.2634]
}

***

It is version 1 that is the least stable of them.

***

Version 1
{
  "formula": "C2H8O3",
  "method": "ωB97M-V/def2-TZVPD",
  "smiles": "CC=O.O.O",
  "multiplicity": 1,
  "total_charge": 0,
  "e_homo_ev": -10.4,
  "symbols": ["O", "C", "C", "H", "H", "H", "H", "H", "H", "O", "H", "H", "O"],
  "xyz": [[1.118, 0.264, 0.307], [1.607, -0.368, -0.657], [1.850, 0.085, -2.038], [1.936, -1.384, -0.628], [2.122, 1.169, -1.985], [2.667, -0.460, -2.409], [0.984, 0.086, -2.679], [-2.877, 0.678, 3.390], [-1.775, 1.485, 2.972], [-2.352, 0.866, 2.522], [-1.870, -0.747, 0.193], [-0.525, -0.606, -0.434], [-1.442, -0.946, -0.610]],
  "nbo_charge": [-0.5347, 0.4381, -0.7358, 0.1128, 0.2397, 0.2245, 0.2668, 0.4613, 0.4641, -0.9247, 0.4742, 0.4668, -0.9530]
}

***

Version 2
{
  "formula": "C2H8O3",
  "method": "ωB97M-V/def2-TZVPD",
  "smiles": "CC=O.O.O",
  "multiplicity": 1,
  "total_charge": 0,
  "e_homo_ev": -10.0,
  "symbols": ["O", "C", "C", "H", "H", "H", "H", "H", "H", "O", "H", "H", "O"],
  "xyz": [[-0.074, 0.515, 1.456], [-0.284, 1.322, 0.593], [-0.163, 0.912, -0.858], [-0.510, 2.388, 0.718], [0.597, 0.161, -1.040], [0.051, 1.717, -1.571], [-1.152, 0.627, -1.245], [2.671, -1.288, 0.110], [2.840, -1.212, -1.374], [2.815, -0.633, -0.605], [-1.769, -0.825, -0.268], [-2.375, -2.282, -0.522], [-2.483, -1.441, -0.030]],
  "nbo_charge": [-0.5078, 0.4406, -0.7557, 0.1112, 0.2578, 0.2282, 0.2229, 0.4746, 0.4649, -0.9347, 0.4733, 0.4727, -0.9482]
}

***

It is version 1 that is the least stable of them.

***

Version 1
{
  "formula": "C6H10N2O3",
  "method": "ωB97M-V/def2-TZVPD",
  "smiles": "CN(C)/C=C(\\O)N[C@H]1OC1=O",
  "multiplicity": 1,
  "total_charge": 0,
  "e_homo_ev": -8.4,
  "symbols": ["C", "C", "C", "C", "C", "C", "N", "N", "O", "O", "O", "H", "H", "H", "H", "H", "H", "H", "H", "H", "H"],
  "xyz": [[-0.380, 0.606, -0.901], [-1.196, -2.381, -2.848], [-0.031, 0.015, 0.239], [-0.379, -1.448, -2.080], [-0.183, 0.346, 2.602], [1.724, 1.169, 1.390], [-0.578, -0.091, -2.091], [0.301, 0.868, 1.341], [-1.462, -2.872, -3.887], [-0.505, 1.948, -1.036], [-1.530, -2.358, -1.592], [-0.005, -1.055, 0.382], [0.554, -1.792, -1.657], [-1.264, 0.236, 2.546], [0.259, -0.629, 2.856], [0.060, 1.050, 3.395], [2.330, 0.300, 1.678], [2.053, 1.507, 0.407], [1.898, 1.969, 2.110], [-1.266, 0.303, -2.716], [-0.400, 2.310, -0.140]],
  "nbo_charge": [0.4806, 0.7648, -0.2417, 0.0996, -0.4056, -0.4096, -0.6078, -0.4727, -0.5305, -0.6756, -0.4745, 0.1945, 0.2111, 0.2088, 0.1672, 0.2003, 0.1698, 0.2055, 0.1966, 0.4117, 0.5073]
}

***

Version 2
{
  "formula": "C6H10N2O3",
  "method": "ωB97M-V/def2-TZVPD",
  "multiplicity": 1,
  "total_charge": 0,
  "e_homo_ev": -7.5,
  "symbols": ["C", "C", "C", "C", "C", "C", "N", "N", "O", "O", "O", "H", "H", "H", "H", "H", "H", "H", "H", "H", "H"],
  "xyz": [[2.880, -0.952, -0.349], [-4.088, -0.538, -0.332], [0.724, 1.508, 1.546], [-0.147, 1.817, -0.826], [1.003, -2.412, -0.092], [-0.313, 1.206, 0.561], [1.744, -1.494, -0.042], [-0.259, -2.525, -0.477], [-3.879, -1.333, 0.455], [-4.340, 0.345, -0.990], [-1.218, 0.409, 0.592], [3.359, -0.454, 0.491], [0.440, 1.098, 2.512], [1.691, 1.067, 1.227], [1.103, 2.611, 1.600], [-1.053, 2.472, -0.925], [-0.242, 0.923, -1.577], [0.777, 2.345, -0.807], [-0.652, -3.431, -0.445], [-0.829, -1.720, -0.742], [3.298, -0.943, -1.381]],
  "nbo_charge": [-0.2803, 1.0216, -0.7452, -0.7138, 0.3028, 0.6025, -0.3608, -0.7980, -0.5105, -0.5108, -0.5855, 0.1720, 0.2430, 0.2642, 0.2418, 0.2408, 0.2365, 0.2073, 0.3973, 0.3896, 0.1855]
}

***

It is version 2 that is the least stable of them.